{
  "formula": "C5H16NO2",
  "method": "ωB97M-V with the def2-TZVPD basis set",
  "e_tot_ev": -11022.330,
  "orbital_gap_ha": 0.41361,
  "spin_multiplicity": 1,
  "total_charge": 1,
  "fmax_ev_per_a": 5.34,
  "elements": ["C", "C", "N", "C", "C", "C", "H", "H", "H", "H", "H", "H", "H", "H", "H", "H", "H", "H", "H", "H", "O", "H", "H", "O"],
  "positions_angstrom": [[-0.321371, -0.688180, 2.050400], [-0.147281, -0.256987, 0.619566], [1.230825, -0.126197, 0.110528], [1.320067, -0.718055, -1.353562], [-0.037883, -1.201137, -1.687454], [-0.889939, -1.249694, -0.274529], [-0.109482, 0.112760, 2.702375], [0.220285, -1.605415, 2.374348], [-1.416306, -0.954470, 2.251297], [-0.530280, 0.830429, 0.467801], [1.945923, -0.742051, 0.831713], [1.640528, 0.814234, 0.305000], [1.446301, 0.098390, -1.966893], [2.182416, -1.353875, -1.285974], [-0.619981, -0.496635, -2.309315], [-0.303710, -2.192159, -2.082003], [-0.934472, -2.257236, 0.102780], [-1.943348, -0.989699, -0.404476], [3.846669, 2.054473, -0.670576], [2.615999, 2.965461, -0.992241], [2.842744, 2.051781, -0.896757], [-4.710094, 1.723169, 0.723882], [-3.569360, 2.549631, 0.612293], [-3.758252, 1.631462, 0.771798]],
  "forces_ev_per_a": [[-1.3, -1.1, 0.7], [-2.3, 1.3, -0.3], [3.5, -2.7, 3.0], [-0.1, 0.0, 2.1], [-4.2, -1.0, 1.7], [1.2, 0.9, -2.0], [0.5, 0.8, 1.1], [0.0, 0.6, -0.6], [1.4, 0.5, -0.5], [0.0, -2.0, 0.3], [-2.5, 1.7, -2.7], [-0.4, -0.4, -1.2], [1.3, 1.8, -1.2], [0.0, -0.5, -0.6], [0.8, -0.1, 0.1], [1.3, 0.2, -0.3], [0.6, -0.4, 0.4], [0.3, 0.4, -0.2], [-2.6, 0.1, -0.7], [-0.1, 1.0, -0.1], [2.7, -1.1, 0.9], [-0.6, -0.8, 0.1], [0.9, 0.7, -0.1], [-0.2, 0.0, -0.1]]
}

{
  "formula": "C5H16NO2",
  "method": "ωB97M-V with the def2-TZVPD basis set",
  "e_tot_ev": -11022.567,
  "orbital_gap_ha": 0.37878,
  "spin_multiplicity": 1,
  "total_charge": 1,
  "fmax_ev_per_a": 2.31,
  "elements": ["C", "C", "C", "C", "C", "N", "H", "H", "H", "H", "H", "H", "H", "H", "H", "H", "H", "H", "H", "H", "O", "H", "H", "O"],
  "positions_angstrom": [[0.190758, 1.313876, 0.861425], [1.536452, 0.941029, 0.275515], [1.387430, 0.331037, -1.121832], [1.627210, -0.965125, -1.289843], [0.763387, 1.152550, -2.194285], [-0.558312, 0.008337, 0.971031], [0.291172, 1.764792, 1.844532], [-0.350469, 1.970365, 0.176909], [2.127349, 0.273268, 0.920532], [2.231710, 1.778367, 0.082571], [2.067638, -1.706914, -0.613005], [1.382748, -1.443547, -2.233891], [-0.331043, 1.308803, -2.188546], [1.022012, 2.201534, -2.160280], [1.132889, 0.716794, -3.142319], [-1.532029, -0.012880, 1.329349], [-0.445669, -0.457941, 0.070966], [-0.199528, -0.464587, 1.803247], [-3.436528, 1.640319, -0.928895], [-3.748950, 2.202920, 0.496425], [-3.077498, 1.788653, -0.054719], [0.024541, -4.670821, 1.420563], [-0.681187, -4.242688, 2.768326], [-0.505507, -4.011558, 1.864478]],
  "forces_ev_per_a": [[0.1, 0.4, -0.4], [1.7, 0.1, -1.2], [-0.9, -0.7, 1.8], [0.0, -1.0, -0.7], [0.0, 0.3, -1.0], [-0.9, 0.5, 2.1], [-0.2, 0.0, 0.0], [-0.2, -0.1, 0.3], [-0.4, 0.0, 0.0], [-0.7, 0.3, 0.7], [-0.2, 0.8, 0.3], [0.2, 0.2, -0.2], [0.2, -1.0, 0.1], [0.9, 0.3, 0.1], [-0.7, 0.5, 0.2], [-0.1, 1.0, -1.4], [0.0, -0.8, 0.1], [1.1, -0.8, -0.8], [-0.4, 0.1, -0.1], [-0.2, 0.0, -0.3], [0.7, -0.2, 0.5], [0.1, -0.4, 0.3], [0.2, -0.6, 0.4], [-0.2, 1.2, -0.8]]
}

{
  "formula": "C5H16NO2",
  "method": "ωB97M-V with the def2-TZVPD basis set",
  "e_tot_ev": -11014.613,
  "orbital_gap_ha": 0.15069,
  "spin_multiplicity": 1,
  "total_charge": 1,
  "fmax_ev_per_a": 4.75,
  "elements": ["C", "C", "C", "C", "C", "N", "H", "H", "H", "H", "H", "H", "H", "H", "H", "H", "H", "H", "H", "H", "O", "H", "H", "O"],
  "positions_angstrom": [[-0.091392, -1.360258, -1.308398], [0.990613, -0.242309, -1.525684], [0.414428, 1.171628, -1.558957], [-0.757171, 1.361682, -0.655510], [-1.915847, 1.939102, -1.085356], [-0.543149, -2.737659, 2.923757], [0.242346, -2.249143, -1.841572], [-1.045114, -1.040835, -1.738496], [-0.102413, -1.488175, -0.212236], [1.500561, -0.537368, -2.421281], [1.705592, -0.288241, -0.698565], [1.198436, 1.920979, -1.476862], [-0.091455, 1.222566, -2.550975], [-2.704964, 2.138956, -0.371249], [-2.110854, 2.169696, -2.122771], [0.074922, -2.707109, 3.734492], [-0.042582, -2.154764, 2.244055], [-1.379474, -2.196083, 3.138909], [-0.514207, 0.140475, 2.193374], [-0.578999, 1.087400, 0.424031], [-0.019463, -0.111905, 1.383466], [1.310974, 0.794138, 1.118971], [2.515483, 1.690781, 1.575822], [1.943729, 1.476446, 0.831037]],
  "forces_ev_per_a": [[1.4, 1.1, -0.4], [-2.0, -0.3, 1.3], [0.8, -1.5, 0.1], [-1.6, 2.2, -3.9], [1.1, -0.6, 2.1], [0.6, 1.6, -0.1], [-0.1, -0.2, 0.4], [-0.2, -0.2, 0.5], [-0.7, -0.5, -0.5], [0.8, 0.4, -0.7], [0.6, 0.0, -0.1], [-0.1, 0.2, -0.1], [0.0, 0.5, 0.2], [0.0, 0.4, 0.0], [0.0, -0.5, -0.2], [-0.3, -0.4, 0.2], [0.0, -0.5, -0.6], [-0.2, -0.5, 0.2], [0.2, 0.0, -0.1], [0.3, -2.2, 1.5], [-1.3, 0.7, 0.1], [0.7, 0.2, 0.4], [0.0, 0.0, 0.0], [0.2, 0.1, -0.2]]
}

{
  "formula": "C5H16NO2",
  "method": "ωB97M-V with the def2-TZVPD basis set",
  "e_tot_ev": -11022.609,
  "orbital_gap_ha": 0.37383,
  "spin_multiplicity": 1,
  "total_charge": 1,
  "fmax_ev_per_a": 2.26,
  "elements": ["C", "C", "C", "C", "C", "N", "H", "H", "H", "H", "H", "H", "H", "H", "H", "H", "H", "H", "H", "H", "O", "H", "H", "O"],
  "positions_angstrom": [[1.936893, 1.897244, 0.518165], [2.624025, 0.535023, 0.541184], [1.721267, -0.666685, 0.236097], [0.428774, -0.698702, 1.040389], [-1.575170, -2.072076, 1.038639], [-0.484385, -1.722453, 0.503998], [1.973436, 2.352541, -0.466503], [0.912785, 1.869140, 0.853683], [2.409723, 2.553523, 1.248659], [3.417724, 0.494854, -0.205302], [3.143388, 0.374794, 1.487094], [1.427870, -0.636224, -0.819011], [2.235990, -1.606598, 0.436491], [0.659304, -0.968202, 2.065989], [-0.114944, 0.230746, 1.061730], [-2.192174, -2.838478, 0.585860], [-1.932678, -1.616012, 1.945729], [-0.336951, -1.942512, -0.433203], [-3.581146, 0.549503, 0.028131], [-2.447099, 1.099279, -0.780349], [-2.630695, 0.426732, -0.107750], [-1.070766, 0.630454, -3.250804], [-0.783902, 2.152138, -3.381845], [-1.284952, 1.495969, -2.880309]],
  "forces_ev_per_a": [[0.4, 0.1, 0.3], [0.1, -0.4, 0.0], [-0.6, 0.2, -0.1], [0.5, -0.1, 0.5], [-0.5, -0.3, -0.1], [-0.5, 1.2, 1.7], [-0.1, 0.1, 0.0], [-0.5, -0.1, -0.1], [0.2, 0.2, -0.3], [0.0, 0.1, 0.0], [-0.2, 0.0, 0.1], [0.2, 0.0, -0.1], [0.2, 0.0, -0.2], [-0.1, -0.1, 0.2], [-0.2, 0.3, -0.2], [0.0, 0.2, -0.3], [0.3, 0.0, 0.4], [0.6, -1.1, -1.9], [0.2, -0.2, 0.1], [0.4, -0.1, -0.1], [-0.4, 0.2, -0.1], [0.0, 0.3, -0.1], [-0.1, -0.2, 0.0], [0.0, -0.2, 0.2]]
}

{
  "formula": "C5H16NO4",
  "method": "ωB97M-V with the def2-TZVPD basis set",
  "e_tot_ev": -15125.295,
  "orbital_gap_ha": 0.29863,
  "spin_multiplicity": 1,
  "total_charge": -1,
  "fmax_ev_per_a": 2.87,
  "elements": ["C", "O", "C", "C", "C", "C", "N", "H", "H", "H", "H", "H", "H", "H", "H", "H", "H", "H", "H", "O", "H", "H", "O", "H", "H", "O"],
  "positions_angstrom": [[0.823332, 0.061009, -1.041202], [0.700461, -0.989003, -0.214306], [-0.575810, 0.819544, -1.453798], [-1.410493, 1.410728, -0.284483], [-2.210667, 0.368862, 0.483708], [-3.534712, 0.245002, 0.354647], [-1.481801, -0.349305, 1.415107], [1.046418, -0.215721, -2.088824], [1.486001, 0.866967, -0.674362], [-1.056564, -0.070128, -1.863707], [-0.465258, 1.578847, -2.231100], [-0.716682, 1.892036, 0.405895], [-2.172701, 2.037245, -0.752957], [-3.976161, -0.541265, 0.956719], [-4.169692, 0.780017, -0.335336], [-0.519376, -0.468986, 1.125469], [-1.892695, -1.251222, 1.550210], [1.712792, -0.527038, 2.294147], [1.866181, -0.995122, 0.953564], [2.464936, -0.632822, 1.679082], [3.826479, 1.473038, 1.018606], [2.547150, 1.630548, 1.764250], [3.373500, 2.099183, 1.572745], [2.119444, -3.511827, -1.625198], [0.967057, -2.550762, -1.147496], [1.248861, -3.159825, -1.861380]],
  "forces_ev_per_a": [[-1.5, 1.9, -1.5], [-0.1, -0.7, 0.6], [0.6, -1.6, 1.6], [-0.3, -1.3, -0.8], [0.5, 1.1, -0.2], [-0.1, -0.7, 0.2], [-0.3, 0.2, 0.2], [1.1, -0.2, 0.2], [0.4, -0.2, -0.1], [-0.7, 0.3, -0.3], [0.4, -0.1, 0.0], [-0.3, 0.5, 0.0], [0.3, 0.6, 0.4], [-0.4, 0.0, -0.1], [0.2, 0.2, 0.0], [0.4, -0.3, -0.5], [-0.1, -0.5, 0.3], [0.8, 0.1, 0.2], [0.4, 0.4, -0.9], [-1.2, -0.4, 0.6], [0.2, -0.5, -0.3], [0.3, -0.1, -0.1], [-0.4, 0.7, 0.4], [-0.5, 0.4, 0.1], [0.2, 0.6, 0.2], [0.3, -0.7, -0.3]]
}

{
  "formula": "C5H16NO5",
  "method": "ωB97M-V with the def2-TZVPD basis set",
  "e_tot_ev": -17164.257,
  "orbital_gap_ha": 0.40159,
  "spin_multiplicity": 1,
  "total_charge": 1,
  "fmax_ev_per_a": 4.21,
  "elements": ["O", "C", "C", "C", "C", "C", "O", "N", "H", "H", "H", "H", "H", "H", "H", "H", "H", "H", "H", "H", "O", "H", "H", "O", "H", "H", "O"],
  "positions_angstrom": [[1.857463, 1.087940, -1.535777], [1.434636, 0.045703, -1.243182], [0.728639, -0.159058, 0.078300], [-0.583644, -0.945524, -0.110234], [-0.839266, -1.935591, 1.018506], [-0.839272, -1.335427, 2.437254], [-0.622827, -0.165737, 2.601243], [0.551849, 1.114789, 0.798352], [1.498909, -0.839059, -1.869711], [1.434570, -0.862052, 0.661464], [-1.381014, -0.068210, 0.019078], [-0.848346, -1.389933, -1.103048], [-1.956980, -2.433047, 1.039199], [0.026819, -2.778528, 0.973647], [-1.338305, -1.998632, 3.071890], [0.252862, 0.962560, 1.842565], [-0.324712, 1.740515, 0.553235], [1.441233, 1.745532, 0.751274], [-1.646958, 2.572756, -1.144269], [-1.705460, 3.620218, -0.041873], [-1.697814, 2.682687, -0.166337], [2.167818, -3.645802, -0.909140], [1.479499, -3.613051, 0.374624], [1.772503, -3.065124, -0.285201], [-0.918002, 2.725154, -3.346501], [-1.889299, 1.549891, -3.058755], [-1.254591, 2.071177, -2.674680]],
  "forces_ev_per_a": [[1.5, 3.2, -1.2], [-1.4, -2.0, 1.3], [0.8, -2.3, 0.3], [-2.8, 2.4, 0.8], [0.0, -2.5, 0.8], [-0.5, 0.5, -4.0], [0.0, 0.0, 1.9], [0.2, 3.0, 1.9], [0.1, -0.5, -0.3], [-0.9, 1.3, -0.6], [1.1, -1.9, -0.4], [1.0, 0.4, 0.8], [2.8, 0.9, -0.6], [-2.7, 1.7, 0.3], [-0.3, -0.9, 2.3], [1.0, -0.5, -2.0], [1.4, -0.9, -0.9], [-2.0, -1.4, -0.2], [0.1, -0.1, 0.2], [-0.1, 0.9, 0.4], [0.3, -0.9, 0.0], [0.7, -0.7, -1.0], [-0.9, -2.2, 2.6], [0.6, 2.7, -1.7], [-0.6, -1.2, 0.9], [-2.4, -1.9, -1.8], [3.0, 2.9, 0.5]]
}